# 1
{
  "formula": "C3H5NO2",
  "method": "wB97M-V/def2-TZVPD",
  "elements": ["C", "N", "C", "O", "C", "O", "H", "H", "H", "H", "H"],
  "xyz": [[0.05504, -1.82481, 0.25260], [-0.31074, -0.27637, -0.62948], [0.10923, 0.80478, 0.14405], [0.50610, 0.81635, 1.29243], [0.16097, 2.18169, -0.58613], [0.93079, 2.46053, -1.46776], [0.86969, -1.50451, 0.87480], [-0.73493, -2.28731, 0.89938], [0.28894, -2.50731, -0.55973], [-1.01898, -0.89228, -0.20285], [-0.49359, 2.94139, -0.11054]],
  "forces_ev_per_angstrom": [[0.857, 0.432, -0.222], [0.775, -1.875, 0.812], [0.075, -0.347, 0.284], [-0.248, -0.073, -0.420], [0.273, -0.147, -0.158], [-0.511, -0.387, 0.489], [0.398, -0.190, 0.111], [0.193, 0.981, -0.635], [0.179, 0.295, 0.051], [-2.056, 1.417, -0.238], [0.065, -0.105, -0.074]],
  "homo_lumo_gap_ev": 9.97,
  "smiles": "CNC(=O)C=O"
}

=====

# 2
{
  "formula": "C3H5NO2",
  "method": "wB97M-V/def2-TZVPD",
  "elements": ["C", "C", "O", "O", "C", "N", "H", "H", "H", "H", "H"],
  "xyz": [[-1.37646, 0.25818, -0.33706], [-0.06874, -0.34399, -0.78026], [0.06460, -0.94886, -1.81944], [0.15634, 0.09622, 2.10651], [1.11982, 0.07432, 1.37643], [1.07442, -0.11824, 0.01386], [-2.01700, -0.52282, 0.08256], [-1.25253, 1.03222, 0.41796], [-1.86130, 0.65777, -1.23215], [2.15482, 0.20796, 1.74149], [1.94334, -0.32266, -0.46340]],
  "forces_ev_per_angstrom": [[-0.038, 0.030, -0.018], [-0.075, -0.087, -0.321], [0.002, 0.273, 0.306], [0.445, 0.034, -0.210], [-0.318, 0.064, 0.221], [0.020, -0.077, -0.014], [0.123, 0.065, -0.043], [-0.001, -0.096, -0.104], [0.053, -0.116, 0.135], [-0.134, -0.041, -0.039], [-0.077, -0.050, 0.086]],
  "homo_lumo_gap_ev": 11.10,
  "smiles": "CC(=O)NC=O"
}

=====

# 3
{
  "formula": "C3H5NO2",
  "method": "wB97M-V/def2-TZVPD",
  "elements": ["O", "C", "C", "N", "C", "O", "H", "H", "H", "H", "H"],
  "xyz": [[-1.29002, -0.88176, -1.31237], [-0.37891, -0.38100, -0.41969], [1.04534, -0.72763, -0.02298], [1.16986, 0.70110, 0.42870], [-0.19942, 0.83322, 0.11928], [-0.91673, 1.94231, 0.35612], [-1.81909, -1.56459, -0.88574], [-1.83953, 1.69303, 0.21199], [1.15218, -1.41854, 0.82330], [1.74994, -0.98830, -0.81632], [1.40993, 0.82950, 1.40993]],
  "forces_ev_per_angstrom": [[-0.067, -0.133, 0.183], [0.211, 0.243, 0.188], [0.160, -0.343, -0.136], [-0.073, 0.108, 0.240], [-0.068, -0.110, -0.079], [-0.094, -0.063, -0.082], [0.057, -0.023, -0.055], [0.036, 0.259, -0.035], [-0.021, 0.060, -0.202], [-0.076, 0.084, 0.039], [-0.064, -0.082, -0.063]],
  "homo_lumo_gap_ev": 8.58
}

=====

# 4
{
  "formula": "C3H5NO2",
  "method": "wB97M-V/def2-TZVPD",
  "elements": ["O", "C", "C", "O", "C", "N", "H", "H", "H", "H", "H"],
  "xyz": [[1.72900, 0.67459, 0.15270], [0.81886, 0.03977, -0.33918], [-0.60139, 0.28114, 0.20953], [-0.72955, 1.66345, -0.00252], [-1.64200, -0.45764, -0.52493], [-2.43181, -1.08106, -1.09446], [1.48340, -1.22560, 0.71072], [0.90042, -0.54129, -1.27371], [0.93609, -1.68670, 0.49680], [-0.68620, 0.01496, 1.27686], [0.15290, 1.99856, 0.24281]],
  "forces_ev_per_angstrom": [[-0.486, 0.310, -0.789], [0.474, 0.987, -0.249], [-0.021, 0.011, -0.012], [-0.186, 0.369, 0.231], [-0.620, -0.507, -0.549], [0.840, 0.618, 0.584], [-0.166, -1.357, 0.435], [0.120, 0.086, 0.090], [0.242, -0.824, 0.540], [0.186, 0.026, -0.263], [-0.384, 0.281, -0.020]],
  "homo_lumo_gap_ev": 10.75,
  "smiles": "N#C[C@H](O)C=O.[H][H]"
}

=====

no.,largest force on an atom (Eh/bohr),lowest unoccupied orbital energy (eV),DFT total energy (hartree)
1,0.049,0.2329,-322.42755
2,0.010,0.7023,-322.56994
3,0.008,0.5854,-322.47518
4,0.028,-0.0411,-322.43499